{
  "formula": "C38H109N5O19",
  "method": "ωB97M-V/def2-TZVPD",
  "elements": ["C", "O", "C", "C", "N", "C", "C", "O", "C", "H", "H", "H", "H", "H", "H", "H", "H", "H", "H", "H", "H", "H", "H", "H", "C", "O", "C", "C", "N", "C", "C", "O", "C", "H", "H", "H", "H", "H", "H", "H", "H", "H", "H", "H", "H", "H", "H", "H", "C", "O", "C", "C", "N", "C", "C", "O", "C", "H", "H", "H", "H", "H", "H", "H", "H", "H", "H", "H", "H", "H", "H", "H", "C", "O", "C", "C", "N", "C", "C", "O", "C", "H", "H", "H", "H", "H", "H", "H", "H", "H", "H", "H", "H", "H", "H", "H", "C", "O", "C", "C", "N", "C", "C", "O", "C", "H", "H", "H", "H", "H", "H", "H", "H", "H", "H", "H", "H", "H", "H", "H", "C", "O", "H", "H", "H", "H", "C", "O", "H", "H", "H", "H", "C", "O", "H", "H", "H", "H", "C", "O", "H", "H", "H", "H", "C", "O", "H", "H", "H", "H", "C", "O", "H", "H", "H", "H", "C", "O", "H", "H", "H", "H", "C", "O", "H", "H", "H", "H", "O", "H", "H"],
  "coordinates": [[-15.09882, 37.05837, 21.91548], [-15.82551, 36.08790, 21.18276], [-16.43626, 36.63372, 20.04632], [-17.27859, 35.52565, 19.38791], [-16.49761, 34.56482, 18.64154], [-15.73750, 35.07067, 17.50034], [-15.54431, 33.90830, 16.53330], [-16.76061, 33.39581, 16.02822], [-17.45383, 34.32750, 15.20917], [-14.27309, 37.46234, 21.31626], [-14.61241, 36.55910, 22.75286], [-15.78511, 37.85476, 22.22009], [-15.82711, 37.05698, 19.24074], [-17.17767, 37.39097, 20.32459], [-18.03143, 36.00629, 18.74895], [-17.76234, 35.02487, 20.22489], [-16.97868, 33.70768, 18.40755], [-14.75392, 35.42469, 17.81388], [-16.30533, 35.84706, 16.97237], [-15.02015, 33.07959, 17.01644], [-14.87445, 34.18953, 15.71021], [-18.09679, 34.91690, 15.87052], [-18.05658, 33.85650, 14.43687], [-16.73069, 35.00324, 14.74068], [-8.40083, 31.57371, 9.63908], [-9.25978, 32.24983, 10.53995], [-8.61662, 32.73642, 11.69481], [-9.44255, 33.94872, 12.14958], [-10.80632, 33.65607, 12.56232], [-10.82994, 32.82812, 13.78664], [-12.24718, 32.58539, 14.24410], [-12.92732, 31.56167, 13.56381], [-14.30926, 31.69257, 13.63020], [-7.52466, 32.18130, 9.38990], [-8.96527, 31.41091, 8.72449], [-8.08457, 30.63093, 10.09338], [-7.59037, 33.03633, 11.43887], [-8.48943, 31.99960, 12.49554], [-9.39432, 34.68487, 11.34199], [-8.97035, 34.52415, 12.95543], [-11.25887, 33.11030, 11.83313], [-10.32187, 33.42206, 14.54513], [-10.38241, 31.84046, 13.63640], [-12.79734, 33.53620, 14.14981], [-12.29739, 32.44146, 15.33480], [-14.67596, 31.86501, 14.66077], [-14.81072, 30.73811, 13.46464], [-14.72620, 32.53609, 13.07059], [-14.64786, 28.61540, 15.82419], [-14.81866, 28.48689, 17.21426], [-14.61647, 29.68231, 17.94501], [-14.91915, 29.35363, 19.39079], [-16.31048, 28.97350, 19.62120], [-16.53560, 28.68539, 21.02645], [-17.98085, 28.27070, 21.33935], [-18.75019, 29.43885, 21.28725], [-20.03209, 29.42121, 21.89445], [-14.83898, 27.67252, 15.31931], [-13.65559, 28.99155, 15.53707], [-15.29297, 29.38160, 15.37042], [-15.25437, 30.52556, 17.65807], [-13.58224, 30.02872, 17.85863], [-14.82717, 30.29533, 19.94484], [-14.20394, 28.63533, 19.80918], [-16.47947, 28.15052, 19.04925], [-16.25459, 29.51115, 21.67570], [-16.00542, 27.76270, 21.31729], [-17.93057, 27.82590, 22.34492], [-18.36747, 27.48571, 20.67582], [-19.97268, 29.24241, 22.97013], [-20.64696, 28.64091, 21.42994], [-20.51930, 30.34979, 21.60683], [-20.09700, 32.38940, 27.45879], [-19.27038, 33.52138, 27.59398], [-19.76164, 34.70141, 27.03213], [-19.63411, 34.80257, 25.52804], [-18.22574, 34.70615, 25.19434], [-17.87584, 34.84319, 23.77927], [-18.23451, 33.62992, 22.92714], [-17.33963, 32.51904, 22.97215], [-17.67944, 31.54181, 23.93750], [-19.69532, 31.64172, 28.14270], [-20.04113, 32.02472, 26.42674], [-21.12829, 32.59027, 27.77199], [-19.52117, 35.65107, 27.52097], [-20.83865, 34.75063, 27.31083], [-19.99321, 35.76496, 25.15599], [-20.29039, 34.04172, 25.07074], [-17.87081, 33.79560, 25.45906], [-16.83146, 35.11867, 23.61088], [-18.35686, 35.73355, 23.35544], [-18.16550, 33.97617, 21.89197], [-19.26453, 33.28184, 23.05309], [-16.73326, 30.99611, 24.01332], [-18.36812, 30.80443, 23.50616], [-18.07233, 31.93147, 24.87661], [-26.28484, 24.58406, 21.44712], [-25.37848, 25.65172, 21.52864], [-25.92420, 26.83825, 22.11151], [-24.73271, 27.77795, 22.36821], [-25.14437, 28.76341, 23.38440], [-24.00826, 29.31754, 24.11107], [-23.00822, 30.13227, 23.28847], [-23.75955, 31.25660, 22.82879], [-23.06638, 32.01252, 21.86931], [-25.69238, 23.71542, 21.14159], [-27.00284, 24.67578, 20.62129], [-26.77101, 24.36936, 22.40084], [-26.47457, 26.65404, 23.03644], [-26.57045, 27.27188, 21.34392], [-24.69779, 28.29287, 21.40287], [-23.84095, 27.22296, 22.63518], [-25.65888, 29.53252, 22.97579], [-23.45103, 28.48794, 24.55440], [-24.39932, 29.96466, 24.89526], [-22.61973, 29.58130, 22.42426], [-22.16638, 30.55008, 23.85366], [-22.87946, 31.40146, 20.97943], [-22.07558, 32.31896, 22.24714], [-23.54984, 32.96104, 21.64840], [-11.58539, 27.07775, 16.21560], [-11.01536, 26.29861, 15.16328], [-11.34050, 28.14018, 16.10256], [-12.66552, 26.99161, 16.19458], [-11.19667, 26.70836, 17.16880], [-10.06429, 26.43803, 15.17157], [-18.37288, 30.43862, 13.90095], [-18.08339, 29.27030, 13.15902], [-18.74129, 31.26684, 13.29027], [-19.11637, 30.23928, 14.67378], [-17.46812, 30.79936, 14.40073], [-18.15882, 29.42788, 12.21751], [-14.28627, 33.10068, 21.07027], [-14.04345, 33.26755, 19.66976], [-15.20180, 32.50138, 21.11193], [-13.41757, 32.55212, 21.42559], [-14.44573, 34.04338, 21.59318], [-14.81517, 33.62850, 19.20539], [-22.81297, 27.46734, 19.16454], [-21.44581, 27.86773, 19.11094], [-23.00397, 26.89677, 20.07348], [-23.51345, 28.30480, 19.10547], [-22.98449, 26.75530, 18.34964], [-21.25260, 28.00835, 18.18061], [-16.24773, 25.54616, 17.71377], [-14.94915, 25.76508, 17.22244], [-16.94618, 26.30612, 17.33977], [-16.65524, 24.58048, 17.40659], [-16.35880, 25.54469, 18.80935], [-14.84749, 26.74049, 17.23609], [-13.62313, 26.29379, 12.93615], [-12.30492, 26.80109, 12.78201], [-13.92503, 25.73690, 12.04773], [-13.62128, 25.57053, 13.75533], [-14.32504, 27.12060, 13.05856], [-11.87564, 26.81369, 13.65937], [-13.55283, 26.11571, 21.59353], [-12.52633, 25.74521, 20.65173], [-14.05114, 26.98964, 21.17749], [-14.23707, 25.28058, 21.73795], [-13.07766, 26.38496, 22.53562], [-12.88994, 25.05027, 20.09769], [-10.68212, 29.34619, 20.07299], [-11.58064, 28.90670, 21.09655], [-10.78111, 28.60726, 19.27278], [-10.85741, 30.34434, 19.68317], [-9.65304, 29.29290, 20.43760], [-11.61009, 27.94573, 21.06235], [-18.61230, 30.96214, 18.57037], [-18.64410, 30.36673, 19.33269], [-17.70011, 30.90333, 18.27100]],
  "forces_ev_per_angstrom": [[0.3, -0.2, -0.4], [0.6, 0.3, -0.3], [-1.6, -0.9, -0.8], [0.3, 0.1, 0.3], [0.8, -0.1, 0.2], [-0.7, -0.9, -0.1], [0.5, 0.0, -0.2], [0.0, -0.4, -0.4], [0.3, 0.5, 0.8], [-0.2, 0.2, -0.1], [-0.4, 0.0, 0.2], [0.3, 0.1, 0.2], [0.8, 0.1, 0.6], [0.2, 0.3, 0.2], [-0.1, 0.1, 0.0], [-0.3, -0.2, -0.3], [-0.4, 0.2, 0.0], [0.0, 0.3, -0.1], [0.3, 0.3, 0.1], [-0.2, -0.1, 0.2], [-0.2, 0.3, -0.1], [-0.2, 0.1, -0.3], [0.1, -0.4, 0.2], [-0.1, 0.0, -0.2], [-0.3, 0.1, 0.4], [0.0, -0.1, -0.2], [0.3, 0.8, 0.1], [0.6, 0.4, 0.1], [0.0, -0.6, 0.0], [-0.6, 0.1, -0.7], [-0.8, 1.4, 0.9], [0.6, -0.2, -0.5], [-1.2, -0.1, 1.6], [0.1, 0.0, 0.1], [0.0, -0.2, 0.0], [0.1, -0.1, -0.3], [-0.1, 0.3, 0.0], [-0.3, -0.3, -0.1], [-0.5, -0.2, -0.3], [0.2, -0.5, 0.2], [0.0, 0.2, -0.1], [0.2, -0.3, 0.2], [0.4, 0.1, 0.2], [0.0, 0.0, -0.4], [0.3, -0.6, 0.0], [0.5, 0.3, 0.1], [0.3, 0.0, -1.0], [0.2, -0.2, -0.5], [0.2, 1.1, -1.1], [-0.2, 0.2, -0.5], [0.1, -0.3, 1.0], [-0.2, 1.1, 0.6], [0.3, 0.1, -0.6], [-0.9, -1.9, -0.3], [0.7, 0.5, 0.3], [-0.4, 0.6, 0.1], [0.1, -0.8, -1.1], [0.0, -0.1, 0.2], [0.2, -0.4, 0.3], [-0.5, -0.2, 0.4], [-0.3, -0.3, -0.5], [0.1, -0.1, -0.1], [0.5, -0.1, 0.0], [0.1, 0.0, -0.2], [-0.3, -0.1, 0.2], [0.1, 0.1, -0.1], [0.6, 0.4, 0.2], [-0.4, 0.2, 0.1], [0.1, 0.1, -0.2], [0.0, 0.2, 0.1], [0.0, -0.2, 0.1], [0.2, 0.2, 0.4], [0.3, 0.1, 0.0], [1.0, 0.4, 0.5], [-2.9, 0.8, 0.3], [0.3, -0.2, -0.1], [0.8, -0.1, -0.5], [-0.5, 0.0, 0.0], [0.3, 0.2, -1.4], [-0.5, 0.9, 0.7], [0.8, -0.8, -1.1], [0.0, -0.1, -0.2], [-0.4, -0.2, 0.1], [0.0, 0.1, -0.3], [1.5, -0.6, 0.2], [-0.1, -0.3, -0.6], [-0.1, 0.1, 0.3], [0.2, -0.1, -0.1], [0.0, 0.2, 0.5], [0.2, -0.5, 0.4], [-0.5, -0.2, 0.1], [-0.1, -0.1, 0.0], [-0.1, 0.1, 0.3], [-0.2, 0.0, 0.9], [-0.3, 0.3, 0.1], [0.2, 0.0, 0.1], [0.5, -0.7, -0.7], [-0.1, 0.2, 0.5], [0.9, -0.6, -0.5], [-2.5, 1.0, -0.7], [1.0, -0.3, 0.4], [0.5, -0.1, 0.0], [-0.9, 0.9, -0.3], [-0.3, 0.2, -0.2], [1.0, -0.1, 0.2], [0.0, 0.0, 0.3], [-0.3, 0.5, 0.3], [-0.1, 0.1, 0.0], [0.0, -0.2, 0.0], [-0.4, 0.3, 0.3], [1.2, -0.1, 0.0], [0.1, 0.1, 0.0], [0.0, -0.1, -0.2], [-0.2, 0.0, 0.2], [0.1, 0.0, 0.2], [0.0, -0.2, 0.1], [0.1, -0.5, 0.3], [-0.2, 0.3, -0.2], [0.0, -0.2, 0.1], [-0.6, -0.3, -0.1], [0.5, 0.1, 0.3], [-0.2, 0.2, 0.0], [0.0, -0.1, 0.0], [0.0, -0.3, -0.1], [-0.3, 0.2, 0.1], [0.0, 0.0, -0.1], [0.2, 0.5, 0.2], [0.0, -0.3, 0.1], [-0.1, -0.1, -0.1], [0.0, -0.2, -0.1], [0.0, 0.0, 0.0], [0.0, 0.2, 0.0], [-0.7, -0.4, -1.3], [0.8, 0.2, -0.4], [0.1, -0.1, 0.8], [-0.1, 0.0, 0.4], [0.1, 0.0, 0.0], [-0.3, 0.1, 0.8], [0.2, -0.7, -0.3], [-0.3, 0.1, 0.2], [0.2, 0.3, 0.1], [0.1, 0.0, 0.0], [-0.4, 0.2, 0.0], [0.2, 0.2, 0.1], [-1.0, 0.0, 0.1], [-0.1, 0.3, 0.2], [0.0, 0.0, 0.0], [0.4, 0.0, -0.3], [0.5, 0.2, 0.0], [0.2, -0.6, 0.3], [0.6, -0.1, 0.0], [0.0, 0.1, -0.1], [0.2, 0.1, -0.2], [-0.5, 0.2, 0.2], [-0.2, -0.1, 0.3], [-0.1, -0.2, -0.5], [0.5, 0.0, -0.7], [0.0, 0.0, 0.4], [-0.3, -0.1, 0.3], [-0.2, 0.2, 0.2], [0.0, -0.1, 0.0], [0.1, 0.1, -0.2], [0.2, -1.5, 0.1], [-0.1, 0.8, 0.0], [0.2, 0.4, -0.4], [-0.5, 0.1, 0.3], [0.1, 0.1, 0.0], [0.0, 0.0, -0.1], [-0.2, 0.2, -0.1], [0.1, 0.0, 0.1], [0.0, -0.2, 0.1]],
  "lowdin_charge": [-0.099, -0.204, -0.231, -0.179, -0.064, -0.198, -0.236, -0.202, -0.089, 0.091, 0.087, 0.090, 0.119, 0.122, 0.118, 0.099, 0.115, 0.125, 0.112, 0.112, 0.114, 0.087, 0.081, 0.093, -0.101, -0.197, -0.238, -0.216, -0.053, -0.198, -0.249, -0.161, -0.133, 0.084, 0.087, 0.090, 0.115, 0.112, 0.115, 0.115, 0.109, 0.123, 0.117, 0.115, 0.123, 0.068, 0.081, 0.098, -0.097, -0.216, -0.177, -0.190, -0.033, -0.190, -0.214, -0.213, -0.108, 0.084, 0.091, 0.082, 0.119, 0.131, 0.117, 0.105, 0.098, 0.125, 0.099, 0.124, 0.128, 0.086, 0.075, 0.081, -0.103, -0.182, -0.252, -0.223, -0.050, -0.188, -0.201, -0.183, -0.086, 0.091, 0.074, 0.091, 0.124, 0.117, 0.123, 0.106, 0.085, 0.108, 0.119, 0.095, 0.114, 0.097, 0.064, 0.070, -0.129, -0.210, -0.208, -0.192, -0.059, -0.204, -0.216, -0.200, -0.116, 0.086, 0.086, 0.087, 0.117, 0.121, 0.104, 0.125, 0.108, 0.116, 0.117, 0.095, 0.120, 0.090, 0.076, 0.087, -0.117, -0.122, 0.087, 0.053, 0.083, 0.096, -0.165, -0.118, 0.076, 0.079, 0.058, 0.071, -0.131, -0.164, 0.066, 0.078, 0.059, 0.010, -0.153, -0.129, 0.065, 0.075, 0.082, 0.076, -0.182, -0.129, 0.081, 0.077, 0.068, 0.022, -0.163, -0.143, 0.072, 0.081, 0.063, 0.022, -0.131, -0.134, 0.038, 0.084, 0.085, 0.072, -0.140, -0.133, 0.067, 0.075, 0.073, 0.038, -0.071, -0.001, 0.001],
  "relative_energy_ev": 4.594,
  "homo_ev": -8.5,
  "molar_mass_da": 940.31,
  "homo_lumo_gap_ev": 9.1,
  "e_tot_ev": -87515.119
}